(1)
18
Properties=species:S:1:pos:R:3:forces:R:3 method="wB97M-V/def2-TZVPD" total_energy_ev=-11948.3310 gap_ev=10.27 homo_ev=-9.54 spin_multiplicity=1 largest_force_ev_per_a=4.294 relative_energy_ev=4.988 e_lumo_ev=0.7 total_charge=0
N 0.0502 1.9109 0.9564 -0.8 -0.6 0.7
C 0.0147 1.0488 0.0720 -1.1 -0.4 4.1
C 0.7109 0.5981 -1.1487 -1.0 -0.1 -0.6
C 2.1881 1.0576 -1.3368 0.2 0.4 0.2
C 2.5888 -0.1025 -0.3842 0.1 -0.1 0.3
C 1.4250 -0.7898 -1.1174 0.0 -0.1 0.1
O 1.9011 -0.9041 -2.4578 -0.1 -0.1 0.0
C 2.4825 0.4013 -2.6842 0.0 0.1 -0.1
H 0.0349 0.7456 -2.0057 0.3 -0.2 0.1
H 2.4976 2.0964 -1.1894 -0.1 -0.3 0.0
H 3.5830 -0.5532 -0.4980 -0.3 0.1 0.0
H 2.3747 0.1111 0.6682 0.0 0.0 -0.3
H 0.9400 -1.7172 -0.7992 0.1 0.2 -0.1
H 1.9834 0.8863 -3.5342 0.1 -0.1 0.2
H 3.5571 0.3051 -2.8943 -0.3 0.0 0.1
O -1.0148 -0.0362 1.0051 1.1 -0.7 -3.1
H -0.6046 -0.8924 0.8175 -0.4 -0.5 0.7
H -0.6866 1.2168 1.7953 2.2 2.2 -2.4



(2)
48
Properties=species:S:1:pos:R:3:forces:R:3 method="wB97M-V/def2-TZVPD" total_energy_ev=-44070.6339 gap_ev="3.29 / 3.28" homo_ev="-6.76 / -6.76" spin_multiplicity=1 largest_force_ev_per_a=5.287 relative_energy_ev=0.092 e_lumo_ev="-3.5 / -3.5" total_charge=0
O -1.2318 -0.0412 -2.8806 4.2 2.1 2.4
H -2.8607 -0.7009 -2.7481 -0.4 -0.2 0.1
Ba 1.3027 0.4958 -1.1213 -2.0 -0.8 0.6
N 1.5626 -2.2389 -0.9303 1.6 0.5 -1.8
N -0.6418 -1.9747 0.2393 -2.4 1.0 1.2
N 0.5322 3.1353 -0.3638 -1.1 1.1 1.9
N -0.5256 1.2148 0.9817 -0.8 3.0 0.1
O 2.4543 -2.1185 -1.8403 -1.6 -0.7 1.7
O 1.2323 4.0605 -0.9437 0.3 -0.1 -0.6
O -0.7297 0.2804 1.9562 -2.2 -1.2 0.4
O -1.7516 -1.7545 0.8569 2.0 -1.3 -1.6
C -0.4228 -3.2281 -0.2269 1.1 -0.8 -0.9
C 0.8273 -3.3887 -0.8812 -1.2 0.1 0.5
C -0.3656 3.5254 0.5604 1.3 -0.6 -2.0
C -0.9331 2.4462 1.3303 1.1 -2.8 -0.8
C 1.2555 -4.6522 -1.5271 0.2 -0.3 -0.2
H 0.5405 -4.9695 -2.2999 0.1 0.1 0.2
H 1.3202 -5.4661 -0.7920 -0.1 0.2 -0.1
H 2.2356 -4.5174 -1.9913 -0.2 0.0 0.1
C -1.3871 -4.3541 -0.0977 -0.2 -0.2 0.1
H -1.6561 -4.7519 -1.0870 0.1 0.2 0.2
H -2.2945 -4.0241 0.4150 0.2 -0.1 -0.1
H -0.9372 -5.1828 0.4687 -0.1 0.2 -0.1
C -0.7001 4.9456 0.8529 0.0 0.3 0.1
C -1.8194 2.7363 2.4943 -0.1 -0.2 0.4
H -0.2008 5.6066 0.1390 -0.1 -0.2 0.1
H -0.3787 5.2198 1.8694 -0.1 0.1 -0.2
H -1.7858 5.1115 0.7959 0.2 0.0 0.0
H -2.1297 1.7948 2.9632 0.1 0.4 -0.1
H -2.7100 3.2949 2.1676 0.3 -0.1 0.0
H -1.2956 3.3576 3.2396 -0.2 -0.2 -0.2
H 2.2433 3.1046 -1.6020 -0.4 0.3 0.2
H -1.2393 -0.4996 1.4934 0.6 1.4 0.9
C -2.7131 -0.7914 -3.8206 -2.3 -1.2 -1.7
H -1.9647 -1.5144 -4.1317 -0.2 -0.1 0.0
H -2.6451 0.1270 -4.4043 -0.1 -0.1 0.1
H -3.6809 -1.2129 -4.1267 -0.7 -0.4 -0.5
O 2.7011 2.2140 -1.8898 1.7 1.5 -1.0
H -1.4931 0.8977 -2.8817 0.1 -0.3 0.1
H 3.5286 2.4473 -2.3419 -0.5 -0.1 0.2
S 1.6012 -0.9685 3.6195 0.0 0.7 -0.5
C 2.7320 0.3175 3.8327 0.5 0.5 -1.3
C 2.9954 0.9270 2.6156 -0.6 -0.6 1.3
N 2.2679 0.4311 1.5539 -0.7 -0.6 0.3
C 1.4250 -0.5054 1.9506 2.0 -0.6 0.4
H 3.1881 0.5588 4.7821 -0.1 -0.1 -0.1
H 3.7035 1.7413 2.4751 -0.3 -0.2 0.0
H 0.8442 -1.1357 1.2767 0.5 0.4 0.3



(3)
13
Properties=species:S:1:pos:R:3:forces:R:3 method="wB97M-V/def2-TZVPD" total_energy_ev=-26381.0003 gap_ev=9.29 homo_ev=-8.99 spin_multiplicity=1 largest_force_ev_per_a=6.327 relative_energy_ev=4.175 e_lumo_ev=0.3 total_charge=0
C 0.6014 0.8325 1.8155 -2.1 0.1 2.0
C 0.1081 -0.1587 -0.7526 3.6 -5.2 -0.1
C 0.1924 -1.7260 -1.0984 0.3 -3.9 -1.5
H 0.7507 1.8966 2.3724 0.6 -2.7 -1.5
H 0.9314 -0.1444 2.4734 -0.9 2.9 -1.5
H -0.6118 0.9089 1.7703 2.9 -0.8 -0.3
H 0.7265 -2.1871 -2.2484 -1.4 2.2 3.4
H -0.9418 -2.0444 -1.2078 2.5 0.6 0.1
H 0.6427 -2.5425 -0.3557 -0.6 2.4 -1.1
H -1.1018 2.7547 -0.4900 -0.1 -2.2 -0.7
N -0.9185 0.1741 -1.3050 -3.3 3.4 -0.2
S 1.3958 0.6636 0.1211 -0.6 0.8 1.3
S -1.7750 1.5727 -1.0947 -0.6 2.5 0.1



(4)
11
Properties=species:S:1:pos:R:3:forces:R:3 method="wB97M-V/def2-TZVPD" total_energy_ev=-10249.7036 gap_ev=8.71 homo_ev=-8.05 spin_multiplicity=1 smiles=Oc1c[nH]c(O)n1 largest_force_ev_per_a=2.434 relative_energy_ev=2.561 e_lumo_ev=0.7 total_charge=0
O 2.3554 0.7368 -0.2736 -0.2 -0.1 -0.3
C 1.1308 0.1929 -0.3334 -0.3 0.0 -0.2
C 0.7918 -1.1729 -0.3848 -0.7 0.4 -0.4
N -0.6330 -1.0799 -0.2820 -0.5 0.3 0.3
C -0.9829 0.1872 -0.3287 -0.1 -0.1 0.3
O -2.2673 0.5171 -0.4476 -0.1 0.4 0.3
N 0.0502 1.0163 -0.2935 -0.2 -0.1 0.2
H 2.2248 1.6983 -0.2134 0.1 -0.3 -0.1
H 0.7416 -1.6874 -1.3380 2.3 -0.9 0.0
H -1.2112 -1.8945 -0.1671 -0.3 0.2 -0.3
H -2.3170 1.4801 -0.4472 -0.1 0.1 0.0



(5)
49
Properties=species:S:1:pos:R:3:forces:R:3 method="wB97M-V/def2-TZVPD" total_energy_ev=-45238.8233 gap_ev="2.28 / 3.76" homo_ev="1.65 / 0.21" spin_multiplicity=1 largest_force_ev_per_a=2.331 relative_energy_ev=2.095 e_lumo_ev="3.9 / 4.0" total_charge=-2
C 5.1503 -2.0502 -6.1123 0.3 -0.5 -0.2
I 4.0026 -0.3385 -5.5890 -0.1 0.3 0.0
H 4.9007 -2.8374 -5.3899 0.1 0.2 -0.2
H 6.2116 -1.7784 -6.0552 -0.3 -0.1 0.0
H 4.8783 -2.3464 -7.1333 0.1 0.1 0.3
C 5.2555 0.4258 2.0375 0.0 -0.1 -0.1
C 3.5851 -0.1734 0.6228 1.5 0.6 1.0
N 3.9984 0.7355 1.5598 0.2 -0.3 -0.3
H 6.5735 -1.2479 1.4890 0.0 0.0 0.0
I 1.2419 -1.7978 2.4767 0.1 -0.7 1.2
N 4.6371 -1.0613 0.5414 0.1 0.6 0.2
H 5.7548 1.0180 2.7856 0.0 0.0 0.0
La 1.6220 -1.0900 -0.4015 -1.0 -0.3 -2.1
C 2.6472 0.6457 -2.3647 -0.3 -0.3 0.3
O 2.9969 1.6023 -2.8989 0.0 -0.1 0.0
C 5.6572 -0.6923 1.4012 0.0 -0.1 0.1
C 4.7031 -2.2507 -0.3000 0.1 -0.2 -0.2
H 4.5840 -3.1761 0.2972 -0.1 0.5 -0.2
H 5.6877 -2.2976 -0.7948 -0.5 0.1 0.1
H 3.9322 -2.2279 -1.1039 0.8 0.0 0.4
C 3.2280 1.8526 2.0707 -0.2 0.1 0.2
H 3.8945 2.7218 2.1785 -0.2 -0.2 -0.2
H 2.8183 1.6194 3.0690 0.0 0.0 -0.5
H 2.4036 2.0908 1.3842 0.3 -0.2 0.2
C -0.2564 0.1766 -0.0869 -1.7 0.6 0.1
C -1.4791 0.1914 0.2165 2.0 0.5 -0.6
C -2.8066 0.3721 0.4703 -0.7 -0.1 0.2
C -3.4958 1.5467 -0.0379 0.0 -0.3 0.4
C -4.5640 2.0844 0.7237 -0.2 0.6 0.0
C -5.2041 3.2563 0.3274 0.1 -0.6 -0.3
C -4.9133 3.8038 -0.9291 0.2 0.4 0.1
C -3.8584 3.2837 -1.6895 0.1 -0.2 0.3
C -3.1111 2.2035 -1.2247 -0.4 0.1 0.2
C -3.5424 -0.6411 1.2061 -0.3 0.2 -0.4
C -4.8818 -0.9088 0.8217 -0.2 -0.6 0.2
C -5.6088 -1.9251 1.4370 0.3 0.5 0.2
C -5.0665 -2.5709 2.5574 0.1 -0.3 -0.1
C -3.7360 -2.3292 2.9324 0.0 0.1 -0.3
C -2.9542 -1.4229 2.2207 -0.3 0.1 0.0
H -4.8783 1.5857 1.6516 0.4 0.3 -0.4
H -5.9357 3.7174 0.9962 0.0 -0.1 -0.3
H -5.4625 4.6717 -1.2873 0.1 -0.1 0.0
H -3.6057 3.7270 -2.6516 -0.1 0.0 0.2
H -2.2515 1.8014 -1.7598 -0.2 0.2 0.0
H -5.3263 -0.3417 -0.0060 0.3 -0.3 0.3
H -6.5923 -2.1965 1.0384 0.2 0.1 0.3
H -5.6520 -3.3112 3.0977 0.1 0.0 -0.1
H -3.2884 -2.8534 3.7776 -0.2 0.0 -0.2
H -1.8932 -1.2675 2.4279 -0.3 -0.1 0.1



(6)
9
Properties=species:S:1:pos:R:3:forces:R:3 method="wB97M-V/def2-TZVPD" total_energy_ev=-24922.7205 gap_ev=9.11 homo_ev=-9.15 spin_multiplicity=1 smiles="O[Si](O)=S.O" largest_force_ev_per_a=3.267 relative_energy_ev=2.179 e_lumo_ev=0.0 total_charge=0
O -0.9236 1.6317 1.7888 -0.2 0.7 -0.5
Si 0.0786 0.5543 1.1252 -0.2 -0.2 -0.3
O 0.2521 1.3110 -0.3086 -0.6 0.4 3.2
S 0.5401 -0.9851 2.3197 0.2 0.8 -1.3
H -1.3204 1.4229 2.6261 0.0 -0.3 0.6
H 0.4327 1.1907 -1.2061 0.7 -1.0 -1.5
O 1.3646 -0.9118 -1.0369 1.5 -2.4 0.9
H 2.1232 -1.1044 -0.4160 -0.8 1.1 -0.6
H 1.1540 -1.8691 -1.1414 -0.5 0.9 -0.4



Repeat the first record exactly.
18
Properties=species:S:1:pos:R:3:forces:R:3 method="wB97M-V/def2-TZVPD" total_energy_ev=-11948.3310 gap_ev=10.27 homo_ev=-9.54 spin_multiplicity=1 largest_force_ev_per_a=4.294 relative_energy_ev=4.988 e_lumo_ev=0.7 total_charge=0
N 0.0502 1.9109 0.9564 -0.8 -0.6 0.7
C 0.0147 1.0488 0.0720 -1.1 -0.4 4.1
C 0.7109 0.5981 -1.1487 -1.0 -0.1 -0.6
C 2.1881 1.0576 -1.3368 0.2 0.4 0.2
C 2.5888 -0.1025 -0.3842 0.1 -0.1 0.3
C 1.4250 -0.7898 -1.1174 0.0 -0.1 0.1
O 1.9011 -0.9041 -2.4578 -0.1 -0.1 0.0
C 2.4825 0.4013 -2.6842 0.0 0.1 -0.1
H 0.0349 0.7456 -2.0057 0.3 -0.2 0.1
H 2.4976 2.0964 -1.1894 -0.1 -0.3 0.0
H 3.5830 -0.5532 -0.4980 -0.3 0.1 0.0
H 2.3747 0.1111 0.6682 0.0 0.0 -0.3
H 0.9400 -1.7172 -0.7992 0.1 0.2 -0.1
H 1.9834 0.8863 -3.5342 0.1 -0.1 0.2
H 3.5571 0.3051 -2.8943 -0.3 0.0 0.1
O -1.0148 -0.0362 1.0051 1.1 -0.7 -3.1
H -0.6046 -0.8924 0.8175 -0.4 -0.5 0.7
H -0.6866 1.2168 1.7953 2.2 2.2 -2.4